Version i
{
  "formula": "C4H14N3",
  "method": "ωB97M-V/def2-TZVPD",
  "elements": ["C", "C", "C", "C", "N", "N", "N", "H", "H", "H", "H", "H", "H", "H", "H", "H", "H", "H", "H", "H", "H"],
  "xyz": [[-2.24, 0.70, 0.01], [2.15, 0.75, -0.07], [-1.47, -0.51, -0.48], [0.70, 0.72, -0.56], [0.55, -1.63, -0.64], [0.07, -0.48, 1.77], [-0.03, -0.51, -0.19], [-1.99, 1.61, -0.53], [-3.30, 0.51, -0.14], [-2.09, 0.85, 1.08], [2.58, 1.72, -0.31], [2.21, 0.63, 1.01], [2.77, 0.00, -0.55], [-1.57, -0.59, -1.57], [-1.89, -1.41, -0.02], [0.69, 0.80, -1.65], [0.15, 1.56, -0.14], [0.04, -2.49, -0.46], [1.55, -1.70, -0.52], [0.91, -1.02, 1.95], [0.24, 0.49, 2.01]],
  "total_charge": 1,
  "homo_lumo_gap_ev": [9.46, 9.46]
}

Version ii
{
  "formula": "C4H14N3",
  "method": "ωB97M-V/def2-TZVPD",
  "elements": ["C", "C", "C", "N", "H", "H", "H", "H", "H", "H", "H", "H", "H", "H", "N", "C", "N", "H", "H", "H", "H"],
  "xyz": [[-1.19, 1.53, 0.94], [-1.54, 0.27, 0.16], [-2.43, 0.55, -1.06], [-0.25, -0.34, -0.37], [-0.50, 1.36, 1.77], [-0.65, 2.24, 0.30], [-2.15, 1.96, 1.27], [-2.04, -0.51, 0.70], [-1.98, 1.26, -1.73], [-3.38, 1.04, -0.80], [-2.83, -0.41, -1.57], [0.47, -0.58, 0.35], [-0.39, -1.12, -1.01], [0.30, 0.33, -0.93], [2.17, -0.86, 1.27], [2.75, -1.35, 0.06], [2.53, -0.75, -1.08], [2.21, 0.17, 1.38], [2.56, -1.27, 2.13], [3.24, -2.35, 0.05], [3.10, -1.16, -1.83]],
  "total_charge": 1,
  "homo_lumo_gap_ev": 11.14
}

Most stable: version ii. Least stable: version i.

Version i
{
  "formula": "C4H14N3",
  "method": "ωB97M-V/def2-TZVPD",
  "elements": ["N", "C", "C", "N", "C", "C", "N", "H", "H", "H", "H", "H", "H", "H", "H", "H", "H", "H", "H", "H", "H"],
  "xyz": [[0.56, -2.40, 0.64], [0.07, -1.19, 1.28], [-1.35, -0.80, 0.70], [-0.99, 0.01, -0.64], [-0.75, 1.50, -0.41], [0.84, 1.82, -0.48], [1.52, 0.63, -1.18], [0.65, -3.12, 1.37], [-0.29, -2.77, 0.07], [0.05, -1.15, 2.36], [0.72, -0.39, 0.96], [-2.06, -0.07, 1.21], [-1.87, -1.74, 0.53], [-1.90, 0.05, -1.10], [-1.37, 1.93, -1.28], [-1.01, 1.98, 0.60], [0.94, 2.70, -1.25], [1.33, 1.98, 0.54], [0.83, -0.15, -1.21], [2.38, 0.39, -0.60], [1.69, 0.80, -2.13]],
  "total_charge": 1,
  "homo_lumo_gap_ev": 10.13
}

Version ii
{
  "formula": "C4H14N3",
  "method": "ωB97M-V/def2-TZVPD",
  "elements": ["C", "C", "N", "N", "N", "H", "H", "H", "H", "H", "H", "H", "H", "C", "C", "H", "H", "H", "H", "H", "H"],
  "xyz": [[0.73, -0.94, -1.68], [1.12, -1.42, 0.74], [0.55, -1.68, -0.42], [1.79, -0.31, 0.96], [0.97, -2.32, 1.73], [-0.17, -2.38, -0.45], [1.84, 0.36, 0.21], [2.31, -0.17, 1.81], [1.01, -3.31, 1.52], [1.13, -2.07, 2.69], [-0.22, -0.93, -2.22], [1.34, -1.55, -2.34], [1.02, 0.09, -1.58], [-2.37, 2.25, -0.08], [-0.88, 1.90, -0.18], [-2.71, 3.08, -0.72], [-3.05, 1.46, -0.38], [-2.68, 2.58, 0.92], [-0.56, 1.47, 0.77], [-0.36, 2.82, -0.41], [-0.82, 1.08, -0.88]],
  "total_charge": 1,
  "homo_lumo_gap_ev": 11.58
}

Most stable: version ii. Least stable: version i.

Version i
{
  "formula": "CH3ClN2",
  "method": "ωB97M-V/def2-TZVPD",
  "elements": ["C", "Cl", "H", "H", "H", "N", "N"],
  "xyz": [[1.00, -0.43, -0.26], [0.59, 1.30, -0.03], [1.94, -0.60, 0.26], [1.19, -0.52, -1.33], [0.14, -0.98, -0.04], [-2.53, 0.15, 0.98], [-2.35, 1.08, 0.42]],
  "total_charge": 0,
  "homo_lumo_gap_ev": 11.85
}

Version ii
{
  "formula": "CH3ClN2",
  "method": "ωB97M-V/def2-TZVPD",
  "elements": ["Cl", "N", "C", "N", "H", "H", "H"],
  "xyz": [[-2.91, 0.03, -0.12], [-1.39, 0.02, 0.68], [-0.24, -0.32, -0.14], [-0.37, 1.08, -0.09], [-0.56, -0.72, -1.08], [0.52, -0.99, 0.59], [0.13, 1.69, 0.62]],
  "total_charge": 0,
  "homo_lumo_gap_ev": 11.20
}

Most stable: version i. Least stable: version ii.

Version i
{
  "formula": "H4NO2PS",
  "method": "ωB97M-V/def2-TZVPD",
  "elements": ["N", "O", "O", "P", "S", "H", "H", "H", "H"],
  "xyz": [[-1.20, 0.82, -0.45], [1.45, 0.48, -1.27], [1.64, -1.68, 0.00], [1.44, -0.73, 1.34], [0.60, -0.51, -0.62], [-1.40, 1.49, -1.18], [-0.76, 1.31, 0.39], [0.27, -1.50, 1.84], [-2.04, 0.32, -0.06]],
  "total_charge": 0,
  "homo_lumo_gap_ev": 8.95
}

Version ii
{
  "formula": "H4NO2PS",
  "method": "ωB97M-V/def2-TZVPD",
  "elements": ["N", "O", "O", "P", "S", "H", "H", "H", "H"],
  "xyz": [[-0.63, -0.56, -0.97], [3.06, 2.32, -0.74], [0.50, 1.92, -0.91], [2.10, 1.48, -1.48], [0.25, 0.51, -0.03], [-1.61, -0.91, -0.69], [0.02, -1.18, -1.47], [-1.88, -1.64, 3.55], [-1.81, -1.94, 2.74]],
  "total_charge": 0,
  "homo_lumo_gap_ev": 9.37
}

Version iii
{
  "formula": "H4NO2PS",
  "method": "ωB97M-V/def2-TZVPD",
  "elements": ["N", "O", "O", "P", "S", "H", "H", "H", "H"],
  "xyz": [[-0.64, 0.44, -0.82], [0.87, 1.56, 0.89], [1.85, 0.10, -0.88], [0.39, -1.23, 1.36], [0.77, 0.44, 0.02], [-1.00, 1.33, -1.15], [-0.47, -0.09, -1.71], [-0.32, -1.92, 0.38], [-1.45, -0.61, 1.91]],
  "total_charge": 0,
  "homo_lumo_gap_ev": 9.70
}

Most stable: version ii. Least stable: version iii.

Version i
{
  "formula": "H4NO2PS",
  "method": "ωB97M-V/def2-TZVPD",
  "elements": ["N", "P", "O", "O", "S", "H", "H", "H", "H"],
  "xyz": [[-1.18, -1.39, -0.11], [-0.20, 0.04, -0.02], [-0.31, 0.66, 1.43], [-0.65, 1.27, -0.93], [1.95, -0.45, 0.18], [-1.17, -1.74, -1.03], [-0.35, -0.07, 1.99], [-0.65, 2.09, -0.41], [2.56, -0.41, -1.10]],
  "total_charge": 0,
  "homo_lumo_gap_ev": 8.75
}

Version ii
{
  "formula": "H4NO2PS",
  "method": "ωB97M-V/def2-TZVPD",
  "elements": ["N", "O", "O", "P", "S", "H", "H", "H", "H"],
  "xyz": [[0.36, -1.02, 1.12], [0.67, -0.61, -1.25], [1.82, 0.92, 0.23], [-1.30, 1.22, 0.23], [0.64, 0.22, -0.04], [1.21, -1.10, 1.67], [0.12, -1.82, 0.53], [-1.55, 0.06, -0.34], [-1.97, 2.12, -2.16]],
  "total_charge": 0,
  "homo_lumo_gap_ev": [8.42, 8.70]
}

Most stable: version i. Least stable: version ii.

Version i
{
  "formula": "H2NO4P",
  "method": "ωB97M-V/def2-TZVPD",
  "elements": ["N", "O", "O", "O", "O", "P", "H", "H"],
  "xyz": [[-2.29, 0.11, -0.03], [-2.77, -0.80, 0.61], [-2.73, 1.14, -0.46], [-0.33, -1.47, 0.17], [0.09, 1.12, 0.57], [-0.52, -0.07, -0.58], [-0.16, -1.09, 1.16], [-0.32, 1.96, 0.25]],
  "total_charge": 0,
  "homo_lumo_gap_ev": 10.10
}

Version ii
{
  "formula": "H2NO4P",
  "method": "ωB97M-V/def2-TZVPD",
  "elements": ["N", "O", "O", "O", "O", "P", "H", "H"],
  "xyz": [[0.98, -0.57, -0.31], [1.47, -0.23, 0.75], [1.21, -1.55, -0.95], [0.05, 1.80, -0.04], [-1.69, -0.48, 0.62], [-0.24, 0.63, -1.02], [0.41, 1.52, 0.83], [-2.19, -1.12, 0.12]],
  "total_charge": 0,
  "homo_lumo_gap_ev": [8.55, 8.55]
}

Version iii
{
  "formula": "H2NO4P",
  "method": "ωB97M-V/def2-TZVPD",
  "elements": ["O", "N", "P", "O", "O", "O", "H", "H"],
  "xyz": [[-1.45, 0.08, -1.78], [-1.38, -0.06, -0.59], [-0.02, 0.28, 0.30], [0.01, 1.13, 1.46], [0.08, -1.22, 0.58], [1.20, 0.61, -0.65], [-0.41, -1.85, 1.01], [1.97, 1.03, -0.32]],
  "total_charge": 0,
  "homo_lumo_gap_ev": [8.69, 8.69]
}

Most stable: version iii. Least stable: version ii.